[1]
{
  "formula": "C19H18CaN3O4Te",
  "method": "wB97M-V/def2-TZVPD",
  "species": ["Ca", "O", "C", "O", "C", "C", "N", "N", "C", "C", "O", "O", "H", "H", "H", "C", "Te", "C", "C", "C", "C", "C", "C", "C", "H", "H", "H", "H", "H", "H", "H", "H", "N", "C", "C", "C", "C", "C", "C", "H", "H", "H", "H", "H", "H", "H"],
  "coordinates": [[-0.84640, -0.27651, 0.63233], [2.75933, -3.65918, -2.85643], [1.48965, -3.90560, -3.15615], [1.15596, -4.68471, -4.00704], [0.41919, -3.22318, -2.35705], [-0.89622, -3.55554, -2.57285], [-1.63825, -2.82144, -1.74234], [-0.90151, -1.99694, -0.97536], [0.37244, -2.24344, -1.36032], [1.49541, -1.46160, -0.72209], [2.63838, -1.82413, -0.89923], [1.11093, -0.44332, -0.00223], [2.80890, -3.04561, -2.08488], [-1.32006, -4.26592, -3.26545], [-2.64190, -2.81968, -1.65790], [0.13961, -0.14808, 4.94348], [0.84043, 0.36627, 3.02250], [1.65154, -1.60216, 2.96803], [1.81969, -1.94747, 4.43240], [2.69225, -2.96060, 4.82413], [2.83620, -3.27671, 6.16637], [2.11033, -2.57737, 7.12534], [1.24413, -1.56543, 6.73828], [1.09155, -1.24518, 5.39035], [-0.88753, -0.48971, 4.86539], [0.16906, 0.73058, 5.58052], [2.57894, -1.57696, 2.40527], [0.96493, -2.27456, 2.45753], [3.27023, -3.49522, 4.07820], [3.52230, -4.05869, 6.46716], [2.22899, -2.81278, 8.17611], [0.69055, -1.01297, 7.49062], [-1.28463, 1.86765, -0.49329], [-2.25982, 1.58005, -1.54687], [-3.31100, 0.71854, -1.27387], [-4.25107, 0.42628, -2.25518], [-4.11834, 0.98647, -3.51758], [-3.06054, 1.85001, -3.78494], [-2.13498, 2.15738, -2.79639], [-0.41292, 2.19600, -0.90021], [-1.62085, 2.63157, 0.08762], [-3.46712, 0.30531, -0.28001], [-5.08763, -0.22296, -2.03051], [-4.84263, 0.76224, -4.29023], [-2.95904, 2.29842, -4.76610], [-1.31536, 2.83789, -2.99813]],
  "forces_ev_per_angstrom": [[-1.26, 0.39, -0.01], [-0.48, 0.04, 0.06], [0.40, -0.24, 0.15], [0.04, 0.09, -0.11], [0.15, -0.04, -0.11], [-0.40, -0.12, -0.07], [-0.24, 0.16, 0.22], [0.64, -0.60, -0.68], [-0.25, 0.35, 0.32], [-0.44, 0.60, 0.41], [0.35, -0.08, -0.04], [0.97, -0.86, -0.75], [0.17, 0.13, -0.06], [0.04, 0.04, 0.04], [0.04, -0.03, -0.03], [0.11, -0.28, 0.24], [0.39, 0.51, -0.01], [0.02, 0.03, 0.22], [0.09, -0.13, -0.18], [-0.03, 0.00, 0.06], [-0.05, 0.06, 0.02], [0.00, 0.01, -0.07], [-0.01, 0.01, -0.01], [-0.12, 0.06, 0.16], [-0.10, -0.09, 0.13], [0.06, -0.01, 0.09], [0.10, 0.00, 0.04], [-0.04, -0.13, 0.00], [-0.05, 0.04, 0.02], [-0.03, 0.04, -0.02], [-0.01, 0.02, -0.06], [0.02, -0.03, -0.07], [-0.37, -0.04, -0.09], [0.39, 0.18, 0.44], [-0.22, -0.06, 0.02], [0.11, 0.07, -0.08], [0.05, 0.05, -0.03], [-0.02, -0.01, -0.02], [-0.02, -0.12, -0.26], [-0.01, -0.03, -0.05], [-0.03, 0.01, 0.00], [0.08, 0.04, 0.10], [0.02, 0.01, 0.00], [0.03, 0.01, 0.03], [-0.02, -0.04, 0.06], [-0.05, -0.02, -0.02]],
  "homo_ev": -11.6987,
  "orbital_gap_ev": 8.1,
  "total_energy_ev": -58384.79396,
  "total_charge": 1
}

[2]
{
  "formula": "C19H18ClF6N2O5S3Tl",
  "method": "wB97M-V/def2-TZVPD",
  "species": ["Tl", "C", "C", "C", "C", "C", "C", "C", "C", "S", "C", "N", "C", "C", "C", "C", "C", "C", "C", "C", "H", "H", "H", "H", "H", "H", "H", "H", "H", "H", "H", "H", "H", "H", "H", "H", "F", "C", "F", "F", "S", "O", "O", "N", "S", "O", "O", "C", "F", "F", "F", "Cl", "O", "H", "H"],
  "coordinates": [[-1.64971, 1.21131, -1.52241], [2.73037, -4.05201, -1.99336], [2.13490, -3.50055, -0.68870], [0.63021, -3.78200, -0.70240], [2.74958, -4.22331, 0.51901], [2.43632, -2.00618, -0.61015], [3.77031, -1.57952, -0.50737], [4.11614, -0.24056, -0.48240], [3.10028, 0.70038, -0.56603], [3.17874, 2.43464, -0.60462], [1.39661, 2.48999, -0.73167], [0.85630, 1.32468, -0.72812], [1.75981, 0.29790, -0.65062], [1.43442, -1.05571, -0.66972], [0.66869, 3.74870, -0.82140], [1.33295, 4.94279, -0.51085], [0.64991, 6.14155, -0.54627], [-0.69048, 6.13707, -0.91795], [-1.31712, 4.94541, -1.25138], [-0.68986, 3.68779, -1.22216], [2.51217, -5.11912, -2.09388], [3.81261, -3.91620, -2.03248], [2.28962, -3.52294, -2.83956], [0.46200, -4.86024, -0.75240], [0.16408, -3.31976, -1.57325], [0.14991, -3.39510, 0.19700], [2.49228, -5.28577, 0.49958], [2.36447, -3.79353, 1.44535], [3.83730, -4.14090, 0.53078], [4.56560, -2.31389, -0.45822], [5.15394, 0.05983, -0.40541], [0.38719, -1.30073, -0.76814], [2.38301, 4.92338, -0.23353], [1.14685, 7.06883, -0.28317], [-1.24141, 7.07320, -0.94523], [-2.36211, 5.00557, -1.55520], [-2.07119, -0.01349, 5.02810], [-1.41120, 0.05274, 3.85791], [-0.33417, 0.82255, 4.05153], [-0.98783, -1.18413, 3.56523], [-2.51315, 0.74204, 2.51280], [-1.68932, 0.68064, 1.33804], [-2.88457, 2.02127, 3.03324], [-3.64278, -0.37320, 2.67244], [-4.48113, -0.85861, 1.42846], [-5.66364, -1.54400, 1.85938], [-4.62114, 0.10667, 0.37882], [-3.48025, -2.28523, 0.74039], [-3.29496, -3.16495, 1.74674], [-2.28579, -1.99146, 0.24726], [-4.18948, -2.90657, -0.21032], [-0.01864, 0.07061, -3.72689], [-4.69469, 3.23499, -0.77298], [-4.67808, 2.29358, -0.55427], [-3.77385, 3.51157, -0.71955]],
  "forces_ev_per_angstrom": [[-0.05, 0.21, -0.42], [-0.05, 0.04, 0.04], [0.00, -0.15, -0.01], [0.15, 0.12, -0.03], [-0.03, 0.04, -0.04], [-0.12, -0.02, 0.06], [0.12, 0.11, -0.01], [0.03, -0.13, 0.00], [-0.25, 0.15, 0.02], [-0.26, -0.05, -0.04], [0.67, -0.41, 0.16], [-0.36, 0.14, 0.01], [0.60, -0.06, 0.02], [-0.06, 0.11, -0.02], [-0.47, 0.38, -0.17], [0.00, -0.25, -0.04], [-0.02, 0.14, -0.01], [0.07, 0.09, 0.03], [-0.15, -0.26, -0.08], [0.29, 0.02, 0.18], [0.00, -0.01, 0.01], [0.02, 0.01, 0.01], [0.03, -0.03, -0.05], [-0.01, 0.00, 0.01], [-0.09, -0.01, 0.02], [-0.06, -0.02, 0.00], [0.00, -0.01, -0.03], [0.01, -0.02, 0.03], [0.02, 0.01, 0.02], [-0.01, -0.02, 0.00], [0.00, -0.01, -0.02], [0.01, -0.10, -0.01], [-0.01, 0.06, 0.06], [0.01, -0.01, -0.02], [-0.01, -0.02, -0.01], [0.00, 0.03, -0.02], [0.07, 0.04, -0.09], [-0.29, -0.13, 0.05], [-0.08, 0.04, -0.17], [0.01, 0.13, -0.06], [0.79, -0.52, 1.02], [-0.27, -0.08, 0.03], [-0.31, 0.15, -0.11], [0.02, 0.31, -0.56], [0.05, -0.19, -0.08], [0.02, -0.08, 0.27], [0.21, 0.15, -0.24], [-0.20, -0.16, 0.38], [0.01, 0.02, -0.12], [-0.09, 0.27, -0.01], [0.02, 0.08, -0.06], [0.00, 0.01, 0.02], [-0.12, 0.01, -0.03], [0.07, -0.01, 0.05], [0.08, -0.09, 0.05]],
  "homo_ev": -1.6678,
  "orbital_gap_ev": 5.8,
  "total_energy_ev": -99242.61469,
  "total_charge": -2
}

[3]
{
  "formula": "C19H18FHfN5O8SSe2",
  "method": "wB97M-V/def2-TZVPD",
  "species": ["Hf", "C", "C", "N", "C", "C", "N", "C", "O", "O", "C", "O", "O", "H", "H", "H", "H", "H", "C", "S", "C", "H", "H", "H", "H", "H", "H", "Se", "N", "C", "C", "C", "C", "N", "C", "N", "H", "H", "H", "O", "Se", "O", "O", "O", "F", "C", "C", "C", "C", "C", "C", "H", "H", "H", "H"],
  "coordinates": [[0.98837, 0.22197, -0.97749], [-0.22014, 1.17638, 3.05905], [-0.67300, 1.91287, 1.85220], [-0.36779, 1.64997, 0.58860], [-1.00206, 2.60565, -0.17099], [-1.70507, 3.45028, 0.63913], [-1.47888, 2.98993, 1.90752], [-2.55138, 4.65316, 0.42530], [-2.75848, 5.00776, -0.81807], [-3.00378, 5.23194, 1.38417], [-0.77534, 2.61722, -1.63826], [-1.39590, 3.40570, -2.34555], [0.09773, 1.76817, -2.03172], [0.38254, 0.32819, 2.75360], [-1.07856, 0.82131, 3.62974], [0.38514, 1.82232, 3.69685], [-1.87349, 3.43382, 2.72358], [-2.27641, 4.42535, -1.47454], [-1.39474, -2.82436, 2.01306], [-1.76389, -1.18521, 1.33300], [-3.09279, -1.66512, 0.20320], [-2.28043, -3.23780, 2.49046], [-0.60742, -2.69102, 2.75240], [-1.04785, -3.48793, 1.22029], [-2.77546, -2.51286, -0.40420], [-3.28478, -0.81098, -0.44038], [-3.99090, -1.91492, 0.76417], [1.43352, -3.28343, -0.96792], [0.65616, -3.88794, -2.37169], [-0.26289, -2.98431, -2.77653], [-1.00778, -2.97121, -3.96166], [-1.76827, -1.85163, -4.20599], [-1.77017, -0.77288, -3.30839], [-1.11618, -0.76308, -2.15879], [-0.39859, -1.86813, -1.90667], [0.37660, -1.89867, -0.80109], [-0.95313, -3.79816, -4.65594], [-2.34315, -1.77881, -5.11780], [-2.31887, 0.13207, -3.54090], [4.16426, -0.52103, -3.56400], [3.01224, -0.43293, -2.50243], [3.09054, -1.52431, -1.28308], [1.47250, -0.63179, -3.01946], [2.81646, 0.98029, -1.68031], [4.70877, 0.02225, 4.13943], [3.85674, 0.04098, 3.09547], [3.60945, 1.23450, 2.44853], [2.70917, 1.24198, 1.39289], [2.03459, 0.08857, 0.95726], [2.34648, -1.08653, 1.65197], [3.23780, -1.13065, 2.71441], [4.12442, 2.13059, 2.76941], [2.50778, 2.19441, 0.90752], [1.86289, -2.01923, 1.37642], [3.46339, -2.05269, 3.23422]],
  "forces_ev_per_angstrom": [[-1.78, 1.29, 0.93], [-0.06, 0.01, 0.05], [0.16, -0.23, 0.07], [0.15, 0.06, -0.65], [-0.04, 0.06, 0.09], [0.06, -0.07, -0.22], [-0.01, 0.02, -0.11], [0.07, -0.11, 0.12], [-0.18, 0.29, -0.06], [-0.03, -0.03, 0.01], [-0.38, 0.47, 0.31], [0.16, -0.19, -0.18], [-0.05, 0.37, -0.14], [0.02, -0.01, 0.05], [-0.01, 0.03, 0.00], [0.02, 0.00, -0.02], [0.01, -0.02, 0.04], [0.06, -0.11, 0.01], [-0.06, 0.42, -0.11], [-0.30, -0.31, 0.10], [0.17, 0.13, 0.26], [0.03, -0.07, 0.03], [0.02, -0.07, 0.02], [0.01, -0.04, 0.01], [-0.03, -0.01, -0.06], [-0.07, 0.00, -0.04], [-0.04, -0.07, -0.06], [0.01, -0.62, 0.09], [-0.32, -0.31, -0.35], [0.14, 0.19, 0.39], [-0.13, 0.10, -0.07], [0.05, -0.33, -0.16], [0.05, 0.41, 0.29], [0.00, -0.32, 0.14], [-0.43, -0.92, 0.02], [-0.24, -0.09, -0.26], [0.00, 0.01, -0.03], [-0.03, 0.06, 0.02], [0.01, 0.00, -0.07], [0.66, 0.22, -0.77], [2.79, -1.64, -1.33], [0.23, 0.16, 0.36], [-0.85, 0.25, -0.15], [-0.34, 1.11, 0.56], [0.08, 0.00, 0.00], [-0.15, -0.01, -0.03], [0.05, 0.11, 0.04], [-0.27, -0.16, 0.03], [0.82, -0.12, 0.73], [-0.18, 0.16, -0.07], [0.00, -0.06, 0.09], [-0.01, 0.01, 0.00], [0.13, 0.01, -0.03], [0.02, -0.04, 0.04], [-0.01, 0.01, 0.02]],
  "homo_ev": -9.0034,
  "orbital_gap_ev": 6.9,
  "total_energy_ev": -189378.68615
}